This record from OMol25 describes a structure of composition C4H6LiLuO2 in a non-equilibrium geometry. The level of theory is ωB97M-V/def2-TZVPD.

```
14
Properties=species:S:1:pos:R:3
O 0.20547 -1.95571 0.58018
Lu 1.07662 -1.90714 -1.27935
C -0.06230 -0.86956 1.40139
C -0.66775 0.32936 0.66226
H -0.78627 -1.16037 2.18966
H -1.68088 -0.00583 0.37508
H -0.79631 1.18434 1.34674
H 0.85460 -0.52549 1.92819
C 1.18944 0.73560 -0.56859
C -0.17139 0.86669 -0.81824
O -1.00994 1.30381 -1.66059
Li -1.81602 0.28500 -3.15297
H 1.85607 0.35139 0.20907
H 1.80867 1.36793 -1.21283
```

Relative energy (zero: lowest compared OMol25 entry of this formula, charge and spin), kJ/mol: 0.0
Charge: +1
Orbital gap (spin up / spin down), eV: 6.43 / 6.61
Multiplicity: 2
LUMO level (spin up / spin down), Ha: -0.166 / -0.206
Largest force on an atom, eV/Å: 6.08
Electronic energy, eV: -42156.74913